# 1
{"formula": "C18H25F3N4O4", "method": "the ωB97M-V functional and the def2-TZVPD basis", "fmax_ev_per_a": 1.630, "smiles": "CCCc1ncoc1C(=O)NC1(CNC(=O)[C@@H](NC(=O)C(F)(F)F)C(C)C)CC1", "homo_ev": -9.72, "relative_energy_ev": 0.436, "homo_lumo_gap_ev": 10.1, "total_charge": 0, "total_energy_ev": -41376.037, "symbols": ["H", "C", "C", "H", "C", "O", "C", "C", "O", "H", "H", "C", "C", "C", "H", "N", "H", "C", "C", "H", "H", "F", "H", "C", "H", "C", "H", "C", "H", "C", "H", "F", "O", "N", "O", "H", "H", "H", "N", "C", "H", "C", "H", "F", "H", "C", "H", "H", "C", "H", "N", "H", "H", "H"], "coordinates": [[1.75499, 4.59180, -1.49207], [-3.10254, -2.66314, 0.59844], [-3.69984, -1.31757, 0.77558], [-3.78943, -0.85393, -1.31830], [-5.08126, 0.51736, -0.27337], [-1.79733, -4.38457, 0.11148], [-4.47172, -0.86329, -0.46430], [-0.78014, -2.20964, -0.41875], [-0.22658, 3.23066, 2.14198], [2.00732, -0.81216, -2.87451], [3.01742, 1.15048, -1.81903], [-1.89447, -3.01118, 0.09702], [2.57400, 0.54692, 0.71060], [2.26175, 1.93859, -1.83735], [1.60767, -3.89328, -2.83510], [0.32822, -2.90715, -0.78537], [0.43225, -1.67552, -3.12351], [1.76579, 1.84698, 0.62684], [1.27369, 3.69055, 3.92564], [3.18588, -3.03535, -2.57256], [-5.25430, -1.59286, -0.68997], [0.49187, 3.16485, 4.87176], [1.28831, 1.47728, -2.02751], [1.40945, -1.68432, -2.66283], [2.49414, 2.59769, -2.67449], [2.25600, 2.72379, -0.53405], [-5.78276, 0.52484, 0.56324], [-2.97348, -4.78138, 0.61980], [0.37087, -3.87698, -0.51222], [2.47845, -1.71302, -0.29087], [1.47893, 4.60162, 0.24882], [2.55431, 3.44990, 4.27615], [-0.88744, -0.99512, -0.51873], [1.88073, -0.59810, 0.44344], [3.68620, 0.57013, 1.20441], [-4.30777, 1.25931, -0.06649], [-4.36934, -1.35304, 1.63811], [2.82544, 2.38767, 2.35661], [1.93245, 2.51965, 1.90371], [1.41351, 3.98880, -0.64949], [0.36055, 3.74455, -0.80539], [0.90932, 3.10683, 2.54179], [0.91487, -0.43930, 0.17119], [1.10077, 5.01655, 3.92718], [2.78410, -2.50488, 0.40351], [2.10824, -2.99982, -2.48760], [3.38996, -1.37691, -0.78974], [-3.12106, -5.84346, 0.72445], [1.52830, -2.30369, -1.30009], [0.70346, 1.62710, 0.49302], [-3.78407, -3.83241, 0.92312], [-2.91194, -0.59551, 0.99033], [3.28805, 3.00799, -0.29932], [-5.62177, 0.83570, -1.16525]], "forces_ev_per_a": [[0.0, 0.0, 0.0], [0.0, -0.1, 0.0], [-0.1, 0.1, 0.1], [0.0, 0.0, 0.0], [0.0, 0.0, 0.0], [0.1, 0.0, 0.0], [0.0, 0.0, -0.1], [0.0, 0.0, -0.1], [0.1, 0.0, 0.0], [0.1, 0.1, 0.1], [0.0, -0.1, 0.0], [0.1, 0.0, -0.1], [-0.5, -0.1, 1.5], [0.0, -0.1, -0.1], [0.0, 0.0, 0.0], [0.0, -0.1, 0.3], [0.0, -0.1, 0.0], [0.0, -0.1, -0.1], [0.0, 0.1, 0.1], [0.0, 0.1, 0.0], [0.0, 0.0, 0.0], [0.0, 0.0, -0.1], [0.0, 0.0, 0.0], [0.0, 0.0, 0.0], [0.0, 0.0, 0.0], [0.1, 0.1, 0.0], [0.0, 0.0, 0.0], [0.0, -0.1, 0.0], [0.0, 0.0, -0.1], [0.4, -0.4, 0.6], [0.0, 0.0, 0.0], [-0.1, 0.0, 0.0], [0.1, 0.1, 0.0], [-0.3, 0.4, -1.1], [0.4, -0.1, -0.8], [0.0, 0.0, 0.0], [0.0, 0.0, 0.0], [0.0, 0.1, 0.0], [-0.1, -0.1, 0.0], [0.0, 0.0, 0.0], [0.0, 0.0, 0.0], [0.0, 0.0, 0.1], [0.0, 0.0, -0.1], [0.0, -0.1, 0.0], [0.0, 0.1, 0.0], [0.2, -0.2, -0.2], [0.0, 0.0, 0.0], [0.0, 0.0, 0.0], [-0.2, 0.2, -0.1], [0.0, 0.1, 0.0], [0.0, 0.1, 0.0], [0.0, 0.0, 0.0], [0.0, 0.0, 0.0], [0.0, 0.0, 0.0]], "mulliken_charge": [0.466, 0.518, -0.805, 0.255, -1.235, -0.451, -0.226, 0.229, -0.587, 0.161, 0.301, 0.731, 0.098, -1.331, 0.295, -0.101, 0.191, 0.067, 0.854, 0.270, 0.345, -0.257, 0.207, -0.523, 0.527, 0.375, 0.324, -0.318, 0.367, -1.159, 0.333, -0.293, -0.756, 0.169, -0.706, 0.299, 0.427, 0.352, -0.187, -1.538, 0.351, 0.278, 0.164, -0.260, 0.175, -0.853, 0.468, 0.424, 0.720, 0.600, -0.609, 0.257, 0.230, 0.366]}

---

# 2
{"formula": "C18H25FO11P2S", "method": "the ωB97M-V functional and the def2-TZVPD basis", "fmax_ev_per_a": 0.613, "smiles": "OCCCC[PH2](CCF)P(O)(O)=S.O=C1C=C(O)C(=O)C=C1O.O=C1C=C(O)C(=O)C=C1O", "homo_ev": -7.92, "homo_lumo_gap_ev": 6.2, "total_charge": 0, "total_energy_ev": -73723.237, "symbols": ["H", "H", "O", "C", "P", "H", "H", "H", "C", "C", "P", "C", "C", "H", "H", "H", "O", "C", "H", "C", "C", "H", "H", "H", "H", "H", "C", "O", "C", "O", "C", "C", "C", "H", "O", "C", "H", "O", "C", "H", "O", "O", "H", "H", "O", "O", "H", "H", "S", "C", "C", "H", "H", "F", "H", "O", "H", "C"], "coordinates": [[6.17257, 4.98162, 2.37348], [-0.20421, 0.57971, 3.54943], [-0.37113, -8.08295, -2.94554], [4.56562, 3.86161, 1.25852], [-2.00453, 1.35326, 2.07565], [-1.38357, 2.56814, 1.71021], [-0.35818, -0.54669, 2.22483], [-4.85152, 1.05155, 3.09996], [-0.66268, -6.92024, -0.95029], [-2.58891, 0.04136, 0.91813], [-3.96822, 2.56580, 1.85486], [-1.63964, -4.80264, -2.55483], [-1.03477, -5.80975, -0.29740], [2.59687, 3.15235, 0.65330], [-0.67652, -0.15600, -0.12736], [-3.61441, 0.24455, 0.61361], [-3.93189, 3.73135, 2.98240], [3.65404, 3.09096, 0.43759], [-1.82904, -0.01328, -2.45671], [0.92069, 1.15438, 1.85523], [5.62490, 2.26140, -0.84957], [-1.91944, -1.28297, -0.57094], [-2.31184, -3.07364, -2.45911], [-2.37006, 1.20379, 3.44250], [7.59120, 2.99531, -0.26328], [-0.35094, 1.77664, -1.81065], [-0.74742, -7.03612, -2.45342], [-5.17856, 1.66984, 2.43914], [4.14582, 2.33598, -0.55538], [4.22338, 4.56202, 2.19414], [-1.26460, -5.91143, -3.20774], [6.53543, 3.04707, -0.03889], [-2.11580, 0.57946, -1.58291], [-3.19542, 0.72143, -1.64062], [-1.88957, -3.62604, -0.55753], [-1.42827, 1.92085, -1.69159], [4.01790, 1.15976, -1.97782], [3.40001, 1.59431, -1.35724], [6.04206, 3.80194, 0.95241], [-0.97550, -5.71757, 0.77761], [6.78834, 4.55088, 1.74871], [-0.19107, -8.00077, -0.35319], [-1.33104, -6.00592, -4.28211], [-2.60010, -0.85993, 1.53401], [5.96918, 1.53465, -1.76282], [-2.12211, -3.72821, -3.15786], [-3.51894, 4.51085, 2.59558], [1.69915, 0.41588, 1.66214], [-4.29584, 3.28502, 0.08702], [-1.74424, -0.23299, -0.33591], [-0.31339, 0.51616, 2.46465], [1.34912, 1.91265, 2.50987], [-1.83849, 3.53924, -2.69019], [0.62328, 1.75936, 0.63501], [0.00140, -8.64375, -1.06435], [-1.96615, 2.60174, -2.81927], [-1.59503, 2.50075, -0.78179], [-1.53790, -4.68271, -1.05370]], "forces_ev_per_a": [[-0.1, 0.0, 0.0], [0.0, 0.0, 0.0], [0.0, -0.1, 0.1], [-0.3, -0.2, -0.1], [0.3, -0.2, 0.3], [0.0, 0.0, -0.1], [0.0, 0.0, -0.1], [-0.1, -0.1, 0.2], [0.0, 0.0, 0.1], [0.1, 0.2, -0.2], [-0.2, 0.2, -0.6], [0.0, 0.0, -0.1], [0.0, 0.1, 0.1], [0.0, 0.0, -0.1], [0.0, 0.1, 0.0], [-0.1, 0.1, 0.1], [0.3, 0.0, 0.3], [-0.1, 0.1, 0.1], [0.0, 0.1, -0.1], [0.1, -0.3, 0.3], [0.3, 0.1, 0.1], [0.1, 0.0, 0.0], [0.0, 0.0, 0.1], [-0.1, 0.0, 0.0], [0.0, 0.0, 0.0], [0.1, 0.0, 0.0], [-0.1, 0.2, -0.2], [-0.1, -0.1, -0.1], [-0.1, 0.0, 0.0], [0.1, 0.1, 0.1], [0.0, -0.1, -0.1], [0.0, -0.1, -0.1], [0.2, -0.2, 0.0], [0.0, 0.1, 0.1], [-0.1, 0.0, -0.1], [-0.1, 0.1, 0.0], [0.1, 0.0, 0.0], [0.0, 0.0, 0.0], [0.1, 0.0, 0.0], [0.0, 0.0, 0.0], [0.0, 0.0, 0.0], [0.0, 0.0, 0.0], [0.0, 0.0, 0.0], [0.0, 0.0, 0.1], [-0.1, -0.1, -0.1], [0.0, 0.0, 0.0], [-0.1, 0.2, 0.0], [0.0, 0.0, -0.1], [0.0, 0.0, 0.1], [-0.1, -0.2, -0.2], [0.0, 0.0, 0.1], [-0.1, 0.2, 0.0], [0.0, 0.3, 0.0], [0.0, 0.1, -0.3], [0.0, 0.0, -0.1], [0.0, -0.3, 0.0], [0.0, 0.1, 0.0], [0.1, -0.2, 0.2]], "mulliken_charge": [0.374, 0.568, -0.620, 1.041, 0.388, -0.111, 0.426, 0.352, 0.374, -1.186, 0.438, 0.329, -1.098, 0.616, 0.204, 0.711, -0.524, -1.001, 0.331, -0.592, 0.998, -0.602, 0.306, 0.049, 0.426, 0.230, 1.049, -0.528, 0.166, -0.643, -0.970, -1.023, -0.698, 0.311, -0.541, -0.310, 0.374, -0.501, 0.325, 0.437, -0.566, -0.573, 0.435, 0.527, -0.634, -0.581, 0.334, 0.344, -0.363, 0.678, -1.139, 0.429, 0.352, -0.140, 0.371, -0.579, 0.215, 1.014]}

---

# 3
{"formula": "C18H25N2O8S", "method": "the ωB97M-V functional and the def2-TZVPD basis", "fmax_ev_per_a": 2.711, "homo_ev": -3.45, "relative_energy_ev": 0.000, "homo_lumo_gap_ev": 4.7, "total_charge": -1, "total_energy_ev": -49266.470, "symbols": ["H", "H", "C", "C", "H", "H", "O", "S", "O", "O", "H", "C", "C", "H", "H", "C", "C", "H", "C", "C", "C", "O", "H", "C", "H", "H", "H", "H", "H", "C", "H", "C", "H", "H", "N", "O", "H", "H", "O", "C", "O", "H", "H", "C", "C", "H", "O", "N", "H", "H", "C", "C", "H", "C"], "coordinates": [[2.60167, 2.03556, 4.93896], [3.76384, 3.93010, 1.78384], [0.06923, -1.73095, -2.83614], [-0.23506, 2.26686, -0.39110], [-3.44929, -2.10034, 4.36963], [-2.40917, -0.48011, -0.12432], [1.46397, 3.52651, 0.48623], [-1.42630, 1.83568, -1.52991], [-1.16125, 2.41186, -2.82048], [2.07633, 0.10012, 1.75997], [-4.29736, -1.47974, 2.09950], [-4.24403, -1.36260, 4.23298], [3.58318, 0.32610, 4.08826], [-0.18563, 1.74831, 0.56040], [3.59137, 0.15159, 6.24291], [-5.16412, 0.40891, 2.68617], [-4.16679, -0.71513, 2.88096], [1.82117, 5.51950, 0.00047], [3.19092, 4.82487, 1.50772], [4.23268, -0.10979, 5.38918], [-1.68697, -0.83575, -0.85865], [0.74156, 4.13783, -1.57799], [4.42282, -1.18757, 5.41096], [2.38180, 4.60608, 0.25268], [-1.71312, -2.85731, -0.14339], [-4.99083, 0.94536, 1.74768], [-0.23203, -3.69053, -1.98175], [5.19202, 0.39924, 5.52761], [-6.18662, 0.01892, 2.66597], [-0.47458, -2.63244, -1.91885], [3.03861, 4.34123, -0.59174], [1.66772, -0.33492, 2.81764], [-5.20114, -1.88012, 4.33766], [4.15386, 2.38399, 4.16149], [-0.59317, -0.22804, 2.48003], [2.38127, -0.54022, 3.94803], [3.89475, 5.64067, 1.32459], [-4.18654, -0.60456, 5.02320], [-2.84115, -0.08823, 2.64589], [-1.32740, -2.18196, -0.90637], [-2.73870, 1.91754, -0.93990], [2.54788, 5.11828, 2.34751], [-5.09505, 1.12510, 3.51667], [-1.12042, 0.06797, -1.75294], [0.65245, 3.38591, -0.61514], [4.24587, 0.09416, 3.23970], [-1.96508, -2.16898, 2.29962], [0.33631, -0.81823, 3.09175], [0.17568, 0.34887, -3.44488], [2.73374, 2.08254, 3.15203], [3.23846, 1.78902, 4.07836], [-1.84035, -0.97398, 2.49404], [0.75740, -2.07081, -3.61170], [-0.24743, -0.37101, -2.75125]], "forces_ev_per_a": [[0.1, 0.0, -0.2], [-0.1, 0.2, 0.0], [-0.2, 0.3, 0.1], [0.5, 1.1, -0.8], [-0.1, 0.1, 0.0], [0.2, 0.0, -0.1], [1.0, 1.2, -0.1], [1.8, -0.4, 1.0], [-0.4, 0.3, -0.4], [-0.8, -0.9, 1.8], [0.1, 0.3, 0.2], [0.2, 0.0, 0.5], [0.3, -1.0, -0.3], [-0.3, 0.0, -0.3], [0.1, -0.1, -0.2], [-0.1, 0.3, 0.1], [0.1, 0.3, -1.1], [0.2, -0.3, -0.1], [0.1, 0.0, 0.2], [-0.1, -0.1, 0.2], [0.2, -0.2, 0.0], [0.3, 0.0, 0.4], [-0.1, 0.2, -0.1], [0.0, -0.2, 0.3], [0.1, 0.0, -0.3], [0.1, -0.1, 0.2], [0.1, 0.1, 0.0], [-0.1, 0.0, -0.1], [0.1, -0.1, 0.0], [0.0, 0.1, 0.2], [-0.2, 0.2, 0.2], [0.9, 1.2, -0.8], [0.0, 0.1, -0.1], [-0.1, -0.1, 0.0], [2.1, -1.1, 0.4], [0.1, 1.2, -0.4], [0.1, 0.0, 0.1], [0.1, -0.1, -0.1], [0.2, -1.2, 0.6], [0.0, 0.1, -0.3], [-1.0, -0.2, 0.0], [0.1, -0.1, -0.1], [0.0, -0.1, -0.2], [-0.1, 0.0, 0.0], [-1.9, -1.9, -0.5], [-0.3, 0.0, 0.2], [0.5, 1.7, 0.4], [-2.1, -0.1, -1.4], [-0.1, 0.0, 0.1], [0.1, 0.0, 0.2], [-0.4, 0.4, 0.0], [-1.0, -0.7, 0.2], [-0.2, 0.0, 0.2], [-0.1, -0.4, 0.2]], "mulliken_charge": [0.307, 0.159, -0.441, -0.473, 0.389, 0.553, -0.219, 1.159, -0.703, -0.466, 0.290, -1.389, 0.653, 0.057, 0.336, -1.358, 0.695, 0.308, -1.124, -1.464, -0.475, -0.683, 0.363, -0.231, 0.382, 0.327, 0.351, 0.399, 0.402, -0.562, 0.308, 0.494, 0.386, 0.417, 0.537, -0.390, 0.439, 0.304, -0.369, -0.297, -0.690, 0.273, 0.322, -0.078, 0.612, 0.255, -0.546, -0.443, 0.425, 0.113, -1.037, 0.450, 0.361, -0.388]}

---

# 4
{"formula": "C18H25N3O3", "method": "the ωB97M-V functional and the def2-TZVPD basis", "fmax_ev_per_a": 3.069, "smiles": "CN(C)C(=O)COc1ccc([C@H]2CCC[C@H]3NNC[C@H]23)cc1C=O", "homo_ev": -8.20, "relative_energy_ev": 4.216, "homo_lumo_gap_ev": 8.2, "total_charge": 0, "total_energy_ev": -29682.763, "symbols": ["H", "H", "C", "H", "C", "N", "C", "H", "H", "N", "C", "H", "O", "H", "H", "C", "H", "H", "C", "H", "H", "H", "C", "H", "C", "H", "C", "H", "C", "H", "H", "O", "C", "H", "C", "H", "O", "C", "N", "C", "C", "H", "H", "C", "H", "C", "H", "C", "H"], "coordinates": [[0.44637, 2.23597, 1.92478], [-2.82254, -1.04716, -1.13985], [-1.21786, 0.31581, -0.80936], [2.24828, 3.83269, 2.24136], [-3.97602, -2.16666, 2.68647], [-3.22892, -2.99764, 1.77086], [0.84359, -0.56358, -0.04452], [-4.88824, -2.68080, 3.03830], [0.87670, -4.01935, 0.12574], [2.97436, 2.51254, -3.28134], [2.49867, 3.45149, -1.20197], [3.25000, 4.90345, 0.26766], [-4.74004, -2.67435, 0.10352], [-3.16776, -3.41637, -1.65958], [-2.15402, -3.83379, 3.34517], [1.86873, 3.63212, 1.22314], [-2.94793, -4.79801, -0.68140], [4.40497, 3.09950, -1.92087], [0.70012, 1.95022, -0.24092], [1.11561, 4.39658, 1.04236], [0.91527, 2.00612, -3.21473], [-4.24145, -1.22962, 2.20505], [1.17965, -2.98329, 0.19203], [1.69089, 4.08462, -1.50183], [-2.01158, -3.62394, 2.28330], [-1.15415, -2.94578, 2.14501], [1.92317, 2.06288, -1.21441], [3.81561, 3.18212, 0.46586], [2.98201, 3.82692, 0.21928], [-0.07133, 2.70586, -0.44374], [-1.84870, 1.14936, -1.10637], [2.29963, -2.81975, 0.68637], [-2.81643, -3.71771, -0.72248], [1.97787, 1.51126, 1.52485], [1.24088, 2.23972, 1.19834], [2.70622, 2.98794, -4.16422], [-1.39842, -3.41454, -0.64600], [-1.77836, -0.97934, -0.89446], [3.47093, 3.40505, -2.28513], [-0.99929, -2.09367, -0.58854], [1.86589, 1.76722, -2.71894], [2.69025, 1.41041, -0.78718], [2.03138, 0.68814, -2.92865], [0.08986, 0.58051, -0.37651], [1.90155, -0.47553, 0.25806], [0.31535, -1.87533, -0.15370], [-3.41405, -1.86938, 3.59779], [-3.66874, -3.16018, 0.42852], [-1.77796, -4.55274, 1.75288]], "forces_ev_per_a": [[-0.5, -0.3, 0.2], [-0.2, -0.2, -0.2], [0.0, -0.3, 0.1], [-0.1, 0.0, -0.4], [-0.6, 0.2, 0.5], [0.7, -1.3, -2.0], [-0.2, -0.2, -0.4], [0.2, 0.3, -0.2], [-0.8, -0.3, -0.5], [0.4, 0.4, -0.6], [0.4, -0.4, 0.6], [0.4, -0.7, -0.2], [-0.2, -0.4, 0.1], [-1.0, 0.9, -1.1], [0.1, -0.1, -0.1], [0.0, -0.1, 0.7], [0.6, -0.2, -0.1], [-1.3, 0.0, -0.6], [0.6, -0.5, -0.2], [-0.3, 0.0, 0.0], [-0.1, 0.2, 0.4], [-0.3, 0.0, -0.2], [2.6, -0.3, 1.7], [-0.6, 1.0, -0.2], [0.2, 0.3, -0.4], [-0.1, -0.2, 0.3], [-0.6, -0.2, 0.6], [0.5, 0.0, 0.1], [-0.2, 0.8, -1.2], [0.2, 0.0, -0.2], [0.0, 0.0, 0.1], [-1.1, 0.1, -0.7], [1.7, -0.5, 2.2], [0.1, -0.3, -0.2], [-0.1, 0.7, -1.0], [0.3, 0.0, 1.3], [-0.6, 0.1, 0.2], [0.5, 0.6, 0.2], [1.5, 1.0, 0.3], [-0.3, 0.0, 0.2], [-0.7, -1.6, -0.1], [0.1, -0.2, 0.0], [-0.2, 0.4, 0.3], [-0.2, -1.6, 0.3], [-0.7, -0.1, -0.1], [0.0, 1.3, -0.4], [0.1, -0.6, -0.8], [-0.2, 2.3, 1.5], [-0.2, 0.1, 0.1]], "mulliken_charge": [0.420, 0.432, -0.917, 0.378, -1.091, 0.216, 0.055, 0.294, 0.503, -0.395, -0.548, 0.264, -0.625, 0.406, 0.483, -0.684, 0.410, 0.363, 0.196, 0.377, 0.293, 0.341, -0.271, 0.434, -0.999, 0.275, -0.159, 0.401, -0.782, 0.636, 0.431, -0.572, -0.801, 0.326, -0.974, 0.290, -0.510, -0.814, -0.395, 0.844, -0.620, 0.074, 0.218, 0.329, 0.511, -0.355, 0.414, 0.601, 0.296]}